1.
Entry from the Open Molecules 2025 dataset: a 4-piece molecular cluster, C17H34BF3N5O7 overall at a distorted geometry (the ωB97M-V functional and the def2-TZVPD basis).

Output
Max |F| ... 12.34 eV/Å
Orbital gap ... 0.240 Ha
Charge ... +1

Atoms and positions in Å:
C 3.0017 -0.8656 1.5505
B 2.1157 -0.1154 0.3430
O 2.7241 -0.2299 -1.0298
N 0.8093 0.6424 0.5943
O 0.7613 1.2889 1.7715
C 1.8144 2.3071 1.8994
N 2.9312 2.9974 1.7995
C 0.6487 1.5774 -0.6225
C -0.6984 2.5366 -0.4724
O -1.8566 1.5958 -0.6356
C -1.7996 0.6978 0.5276
C -0.4296 -0.2611 0.5564
C -0.5935 -1.1970 1.9124
O -1.3424 -2.4509 1.6800
C -0.6086 -3.3805 0.8089
F -0.9880 -4.7665 1.2760
F 0.8668 -3.3117 0.9123
F -1.0355 -3.3331 -0.6297
H 4.1322 -0.5076 1.5669
H 2.5335 -0.6798 2.6257
H 3.0490 -2.0223 1.2732
H 3.0848 -1.1657 -1.0481
H 1.6246 2.1691 -0.8796
H 0.4149 0.8673 -1.5531
H -0.7167 3.1154 0.5445
H -0.7240 3.2687 -1.4122
H -2.7167 -0.0637 0.5461
H -1.8921 1.3071 1.5453
H -0.3693 -0.8692 -0.4413
H -1.2742 -0.5534 2.6527
H 0.4241 -1.3539 2.4997
C -4.4099 -4.3583 0.5761
C -5.8040 -4.5896 1.0923
O -6.5524 -3.6650 1.3957
N -6.2240 -5.8839 1.2171
C -5.4886 -7.0877 0.9115
H -4.2081 -3.2849 0.5274
H -3.6817 -4.8172 1.2504
H -4.3110 -4.7752 -0.4301
H -7.1705 -5.9703 1.5693
H -6.0460 -7.6448 0.1536
H -5.4206 -7.6866 1.8237
H -4.4834 -6.8808 0.5402
C -1.8714 0.3455 -4.9013
C -0.8066 -0.0871 -3.9304
O -0.3438 0.6722 -3.0839
N -0.3588 -1.3751 -4.0176
C -0.7830 -2.4004 -4.9409
H -2.1335 1.3912 -4.7194
H -1.5007 0.2547 -5.9260
H -2.7688 -0.2648 -4.7667
H 0.3567 -1.6021 -3.3365
H -1.1705 -3.2424 -4.3610
H 0.0898 -2.7263 -5.5131
H -1.5550 -2.0505 -5.6285
C 6.1364 7.9025 1.7185
C 4.7422 7.6712 2.2347
O 3.9938 8.5959 2.5381
N 4.3222 6.3769 2.3596
C 5.0576 5.1731 2.0540
H 6.3381 8.9760 1.6698
H 6.8645 7.4436 2.3928
H 6.2352 7.4857 0.7124
H 3.3757 6.2905 2.7118
H 4.5002 4.6161 1.2960
H 5.1256 4.5742 2.9661
H 6.0629 5.3801 1.6827

natural (NBO) atomic charge list, values in e, 2 entries: C -1.0875; B 1.2326

=====

2.
Entry from the Open Molecules 2025 dataset: a 5-piece molecular cluster, C17H34Cl2O12 overall at a distorted geometry (the ωB97M-V functional and the def2-TZVPD basis).

Output
SMILES ... CCOC(=O)OC.CCOC(=O)OC.CCOC(=O)OC.CCOC(=O)OC.ClCCl
Max |F| ... 4.33 eV/Å
Orbital gap ... 0.398 Ha

Atoms and positions in Å:
C -22.9445 -18.6574 0.2457
Cl -22.4556 -18.7370 -1.4404
Cl -24.7389 -18.7826 0.1523
H -22.5802 -19.4680 0.8769
H -22.6523 -17.6793 0.6279
C -19.1253 -19.2859 0.4662
C -19.5077 -20.5105 -0.3572
O -18.5204 -21.5420 -0.2188
C -17.4219 -21.5784 -0.9118
O -17.1648 -20.7908 -1.8062
O -16.6745 -22.5183 -0.3787
C -15.4565 -22.7931 -1.0161
H -19.9069 -18.5322 0.5608
H -18.2097 -18.8606 0.0553
H -18.9623 -19.7250 1.4505
H -19.8209 -20.1338 -1.3309
H -20.4804 -20.8682 -0.0196
H -15.4179 -23.7570 -1.5237
H -14.7707 -22.8774 -0.1732
H -15.0218 -22.0316 -1.6635
C -18.2218 -12.5032 5.0218
C -18.6832 -13.8253 4.5591
O -19.5975 -13.6706 3.4999
C -20.8828 -14.1449 3.5805
O -21.3172 -14.7532 4.5526
O -21.3607 -14.1788 2.3661
C -22.4572 -14.9465 2.0809
H -18.9181 -12.0188 5.7063
H -18.0183 -11.8058 4.2092
H -17.3520 -12.6493 5.6622
H -19.1056 -14.3215 5.4328
H -17.8588 -14.4131 4.1553
H -22.2756 -15.3013 1.0664
H -23.2705 -14.2538 1.8646
H -22.5947 -15.7304 2.8258
C -21.5479 -18.2591 3.3809
C -21.2142 -17.9511 4.8886
O -19.9114 -17.4375 5.2171
C -19.5728 -17.0328 6.4722
O -20.2810 -17.2359 7.4444
O -18.4699 -16.3010 6.4663
C -17.7262 -16.1531 7.6624
H -21.2586 -19.2529 3.0392
H -21.0598 -17.5382 2.7249
H -22.6207 -18.3306 3.2020
H -21.2718 -18.9084 5.4066
H -21.9751 -17.2223 5.1678
H -16.7266 -16.5198 7.4290
H -18.0274 -16.8217 8.4689
H -17.6735 -15.1108 7.9770
C -24.5520 -21.8926 -0.8527
C -25.3627 -22.3394 0.3996
O -26.7373 -22.1246 0.0823
C -27.4158 -22.9026 -0.7200
O -26.9102 -23.7663 -1.4866
O -28.7735 -22.7184 -0.5604
C -29.6367 -23.6760 -1.2476
H -23.5347 -22.1188 -0.5335
H -24.6130 -20.8323 -1.0982
H -24.8505 -22.6024 -1.6242
H -25.2132 -21.6995 1.2692
H -25.0210 -23.3198 0.7316
H -29.1971 -24.6496 -1.0311
H -29.8207 -23.5108 -2.3092
H -30.5808 -23.8800 -0.7424

natural (NBO) atomic charge list, values in e, 2 entries: C -0.3917; Cl -0.0082

=====

Computed E_LUMO, in the same sequence as the records: -4.503, 0.365 eV.